Computed, not measured: a cluster of 3 separate species, C3H12O2S in total, with wB97M-V/def2-TZVPD.

Geometry as XYZ:
```
18
Properties=species:S:1:pos:R:3
C 2.092 0.251 0.018
C 0.953 0.185 -1.022
S -0.366 1.390 -0.956
C -1.812 0.564 -0.215
H 1.713 0.653 0.963
H 2.655 1.138 -0.331
H 2.711 -0.628 0.208
H 0.579 -0.842 -0.977
H 1.388 0.205 -2.036
H -2.645 1.273 -0.432
H -2.043 -0.211 -0.923
H -1.816 0.114 0.760
O -2.000 -2.340 -0.214
H -2.937 -2.573 -0.116
H -1.493 -2.895 -0.813
O 1.632 -0.603 2.757
H 1.235 -0.109 3.481
H 2.332 -0.074 2.366
```

Computed properties:
E_HOMO ... -8.23 eV
DFT total energy ... -670.11473 a.u.
Spin multiplicity ... 1
Relative energy (zero: lowest compared OMol25 entry of this formula, charge and spin) ... 128.5 kJ/mol
Structure (SMILES) ... CCSC.O.O
HOMO-LUMO gap ... 0.327 Ha

Computed, not measured: a cluster of 2 separate species, C15H20N4 in total, with wB97M-V/def2-TZVPD.

Geometry as XYZ:
```
39
Properties=species:S:1:pos:R:3
C 3.565 -3.041 -0.988
N 2.423 -3.415 -0.185
C 2.233 -4.853 -0.068
C 1.614 -2.449 0.425
C 0.334 -2.133 -0.089
C -0.452 -1.158 0.497
C -0.070 -0.573 1.728
C -0.959 0.243 2.527
C -2.336 0.183 2.331
C -3.284 1.032 2.977
N -4.110 1.700 3.488
C -2.961 -0.986 1.783
N -3.489 -1.954 1.376
C 1.238 -0.817 2.192
C 2.063 -1.750 1.584
H 3.626 -1.948 -1.053
H 4.485 -3.439 -0.535
H 3.452 -3.463 -1.997
H 1.380 -5.085 0.582
H 2.071 -5.300 -1.059
H 3.142 -5.315 0.348
H -0.024 -2.678 -0.971
H -1.364 -0.852 -0.010
H -0.513 0.679 3.422
H 1.600 -0.267 3.063
H 3.031 -2.009 2.002
C -0.795 2.857 0.826
N -0.465 2.721 2.255
C 0.938 3.101 2.480
C -1.312 3.628 3.056
H -1.819 2.498 0.647
H -0.720 3.911 0.493
H -0.083 2.255 0.245
H 1.160 2.997 3.551
H 1.602 2.450 1.894
H 1.118 4.161 2.195
H -1.039 3.478 4.117
H -1.122 4.695 2.801
H -2.379 3.407 2.914
```

Computed properties:
E_HOMO ... -8.31 eV
DFT total energy ... -802.48939 a.u.
Spin multiplicity ... 1
Relative energy (zero: lowest compared OMol25 entry of this formula, charge and spin) ... 167.1 kJ/mol
Structure (SMILES) ... CN(C)c1ccc(C=C(C#N)C#N)cc1.CN(C)C
HOMO-LUMO gap ... 0.270 Ha

Computed, not measured: a cluster of 2 separate species, C3H8O2 in total, with wB97M-V/def2-TZVPD.

Geometry as XYZ:
```
13
Properties=species:S:1:pos:R:3
O -1.722 1.651 0.344
C -0.928 0.877 0.805
O 0.119 1.224 1.557
H -1.045 -0.196 0.624
H 0.084 2.194 1.641
C 1.634 -1.569 -0.737
C 0.518 -1.760 -1.746
H 1.790 -2.475 -0.132
H 2.670 -1.462 -1.074
H 1.397 -0.789 -0.016
H 0.268 -0.839 -2.275
H -0.368 -2.029 -1.166
H 0.693 -2.528 -2.496
```

Computed properties:
E_HOMO ... -10.98 eV
DFT total energy ... -269.57695 a.u.
Spin multiplicity ... 1
Relative energy (zero: lowest compared OMol25 entry of this formula, charge and spin) ... 47.1 kJ/mol
Structure (SMILES) ... O=CO.CC
HOMO-LUMO gap ... 0.433 Ha

| no. | molar mass (g/mol) |
| --- | --- |
| 1 | 112.19 |
| 2 | 256.35 |
| 3 | 76.09 |